Record 1
A gas-phase ion, C12H4Cl4NO5 (charge -1) in a non-equilibrium geometry, computed with ωB97M-V/def2-TZVPD.

Values from the calculation:
* SMILES string: O=C1C(Cl)=C(Cl)C(Cl)=C(Cl)[C@]1([O-])Oc1ccc([N+](=O)[O-])cc1
* total charge: -1
* LUMO energy: 1.95 eV
* HOMO: -5.107 eV
* frontier orbital gap: 7.1 eV

Structure (XYZ):
```
26
Properties=species:S:1:pos:R:3:forces:R:3:nbo_charge:R:1
Cl -1.76143 2.31674 2.91930 -0.04 0.30 0.07 0.065
C -0.97745 0.81341 2.77682 -0.75 -2.40 -0.49 -0.029
C -1.72689 -0.35235 2.75450 0.53 2.23 -0.01 -0.185
Cl -3.42762 -0.30156 2.77186 -0.80 0.23 0.20 0.034
C -1.18163 -1.68476 2.61347 1.61 -1.54 0.21 0.475
O -1.88333 -2.67910 2.56883 0.50 0.86 0.00 -0.527
C 0.46269 -1.87717 2.59864 -2.53 1.88 0.34 0.492
O 0.88069 -2.51929 3.58233 0.57 -0.12 0.11 -0.758
C 1.13684 -0.42264 2.46247 -1.22 0.10 0.17 -0.020
Cl 2.82816 -0.45134 2.46524 0.56 -0.11 -0.28 0.056
C 0.47317 0.76632 2.58297 0.40 -1.38 -0.30 -0.163
Cl 1.29365 2.27090 2.40342 0.21 0.21 0.23 0.016
O 0.48742 -2.46551 1.18070 1.05 -0.61 -0.10 -0.547
C 0.54964 -3.79072 1.01513 0.18 -0.49 -0.90 0.407
C 0.32172 -4.27127 -0.32432 -0.04 0.25 0.99 -0.285
C 0.21599 -5.62953 -0.55983 0.04 -0.25 0.15 -0.187
C 0.40127 -6.56478 0.48090 0.26 1.36 0.02 0.004
N 0.16315 -7.95283 0.29431 -0.42 -2.01 0.29 0.500
O 0.30623 -8.69138 1.29498 -0.12 0.80 -1.48 -0.428
O -0.21839 -8.39730 -0.80460 0.58 0.82 1.17 -0.423
C 0.80146 -6.10536 1.74362 -0.20 0.34 -0.19 -0.155
C 0.88109 -4.74768 2.00681 -0.15 -0.01 -0.03 -0.308
H 0.18952 -3.52184 -1.11358 -0.03 -0.45 0.30 0.221
H -0.01126 -6.00084 -1.55043 -0.05 0.02 0.02 0.231
H 1.02377 -6.80496 2.54237 -0.11 0.04 -0.22 0.235
H 1.13392 -4.40073 3.00060 -0.04 -0.10 -0.26 0.281
```
Positions in Å, forces in eV/Å.

---

Record 2
13 unconnected molecules or ions with the total composition C12H50N8O17 in a non-equilibrium geometry, computed with ωB97M-V/def2-TZVPD.

Values from the calculation:
* LUMO energy: -0.97 eV
* HOMO: -9.472 eV
* frontier orbital gap: 8.5 eV

Structure (XYZ):
```
87
Properties=species:S:1:pos:R:3:forces:R:3:mulliken_charge:R:1
C -0.04973 0.10253 0.42704 -1.29 0.25 0.78 0.278
O -1.01722 0.42313 1.07512 -2.03 0.84 1.72 -0.715
N -0.15462 -0.15838 -0.83053 -0.68 -1.42 -4.90 0.908
N 1.12363 -0.02773 0.94489 2.95 0.64 2.32 0.006
H 0.62478 -0.08621 -1.46883 -0.10 -0.23 0.02 -0.477
H -1.05769 -0.48144 -1.14704 0.11 0.53 -0.26 -0.039
H 1.09984 0.36537 1.87495 0.95 -0.37 0.08 0.010
H 1.96172 -0.31527 0.46009 0.00 0.02 0.29 0.206
C 2.33635 1.25998 -3.58616 2.84 -0.26 0.53 0.398
O 3.51935 1.12149 -3.83162 0.49 -0.12 -0.27 -0.674
N 1.86685 1.49873 -2.36828 -1.04 0.49 2.79 -0.172
N 1.34317 1.08243 -4.40968 -1.60 -0.77 -3.43 -0.126
H 0.88461 1.73391 -2.36897 0.23 0.35 0.86 -0.047
H 2.46897 1.71652 -1.58719 -0.14 0.31 -0.38 0.151
H 1.59889 0.74632 -5.32714 -0.19 0.34 0.05 0.229
H 0.43297 1.47767 -4.22140 0.01 -0.34 -0.25 0.345
C 3.00215 -2.56356 -4.50207 2.89 2.45 1.15 0.467
O 4.03575 -2.52873 -5.14203 0.64 -0.21 -0.34 -0.695
N 2.85175 -1.87279 -3.35846 0.51 1.34 1.97 -0.177
N 1.98863 -3.25703 -4.84875 -4.18 -3.58 -2.49 -0.275
H 3.61070 -1.23893 -3.15279 -0.09 0.07 -0.12 0.250
H 1.97760 -1.63693 -2.91089 0.01 -0.32 -0.47 0.068
H 2.16878 -3.84146 -5.65255 -0.34 0.07 0.09 0.204
H 1.06781 -3.28746 -4.43490 0.47 0.15 0.19 0.154
C -0.91250 4.33489 -0.94003 1.64 -0.10 0.78 0.555
O -0.44525 5.34006 -1.40648 -0.16 1.60 -1.19 -0.686
N -1.79828 3.51777 -1.42771 -3.37 -1.83 -3.43 -0.212
N -0.48744 3.81567 0.19611 2.13 -0.32 3.92 -0.337
H -2.04672 3.58930 -2.40405 -0.07 0.09 0.70 0.018
H -2.12989 2.69037 -0.95280 0.17 0.36 0.10 0.153
H -0.52254 2.83129 0.41942 -0.30 0.22 0.01 0.172
H 0.14287 4.38244 0.74528 -0.06 -0.20 -0.14 0.202
C -1.06103 -3.19435 4.12569 1.10 0.06 -0.94 -0.412
C -0.94069 -2.94837 2.60541 -0.59 0.75 -0.97 0.365
O -0.07144 -3.79443 1.93150 1.47 -1.71 0.19 -0.543
O -2.39920 -3.44602 4.47206 -0.24 0.23 0.54 -0.570
H -0.62762 -2.38468 4.71280 -0.69 0.46 -0.06 0.208
H -0.39785 -4.00643 4.42371 -0.04 -0.52 -0.37 0.321
H -0.66245 -1.96294 2.23175 -0.13 0.74 1.10 -0.366
H -1.89850 -3.11182 2.11145 -0.78 0.10 0.62 0.465
H -0.33658 -3.83906 1.00992 0.15 0.09 -0.20 0.251
H -2.70536 -4.13856 3.88193 -0.10 -0.09 0.03 0.342
C -3.05263 1.68487 3.97914 -1.01 -1.84 0.55 0.095
C -2.40188 2.49057 5.06713 0.87 1.07 -1.07 -0.204
O -2.10564 3.75801 4.48028 -0.31 0.83 0.41 -0.520
O -4.47807 1.78604 3.98079 -0.32 0.80 -0.31 -0.587
H -2.75608 0.64782 4.13629 -0.05 -0.32 -0.10 0.089
H -2.75482 1.92620 2.95876 0.42 0.44 0.32 0.113
H -1.40984 2.11479 5.31762 -0.08 -0.76 0.31 0.013
H -2.99330 2.61495 5.97424 -0.22 -0.35 -0.12 0.393
H -2.25580 4.42069 5.15845 0.10 0.28 -0.17 0.286
H -4.97258 1.09156 4.42209 0.65 -0.22 0.15 0.311
C 3.61115 -1.85860 4.62113 1.49 -0.86 2.07 -0.605
C 4.92861 -2.01723 3.84436 -1.91 0.32 -3.19 -0.331
O 5.00237 -0.82672 2.94339 1.64 -0.12 1.44 -0.575
O 2.34361 -1.89657 4.00741 0.81 0.43 -0.83 -0.278
H 3.84813 -0.93760 5.15377 -0.65 0.75 -0.28 0.350
H 3.52676 -2.51320 5.48859 0.48 -0.80 -0.15 0.433
H 5.04796 -2.77858 3.07351 -1.03 -0.85 0.26 0.223
H 5.80448 -2.28143 4.43694 0.02 1.46 0.54 0.352
H 4.14376 -0.55805 2.60840 -0.25 -0.58 0.28 0.281
H 1.98672 -1.02344 4.18588 -0.57 0.25 -0.33 0.275
C -1.97001 2.19710 -4.95266 -2.58 -0.51 -0.69 -0.253
C -2.81022 3.33958 -4.45117 -2.06 0.74 -1.00 -1.138
O -3.96844 2.89478 -3.59661 2.41 -0.48 -0.73 -0.510
O -1.24561 1.72338 -3.89988 2.20 -0.46 1.12 -0.153
H -1.41829 2.47528 -5.85062 0.69 0.32 0.52 0.422
H -2.55718 1.34383 -5.29215 -0.77 0.15 -0.42 0.340
H -3.22464 3.91550 -5.27862 -0.13 -0.14 -0.18 0.529
H -2.06579 4.01650 -4.03200 -0.41 0.24 0.80 0.537
H -4.65480 3.55182 -3.45948 0.41 0.52 -0.31 0.290
H -1.84136 1.41702 -3.21225 -0.35 -0.17 0.39 -0.005
O -0.24558 -3.48447 -1.02153 -0.10 -0.17 0.45 -0.631
H -0.23371 -2.66275 -1.51232 0.15 0.31 -0.05 0.329
H -0.34343 -4.16213 -1.69042 0.10 -0.27 -0.12 0.262
O 3.13836 -2.13033 0.38722 0.35 0.49 -0.18 -0.681
H 2.46826 -2.24458 -0.28670 -0.17 -0.43 -0.25 0.261
H 2.65884 -2.18371 1.21392 -0.25 -0.35 0.51 0.370
O 1.09853 0.59395 4.52477 0.20 -0.08 -0.05 -0.615
H 0.72530 1.37408 4.11449 -0.11 0.27 -0.18 0.248
H 0.61245 0.49764 5.34372 -0.15 -0.09 0.27 0.271
O -2.99839 0.12161 -2.38619 0.43 -0.16 0.12 -0.531
H -3.93883 0.18535 -2.21959 -0.35 0.25 0.15 0.224
H -2.93289 -0.35918 -3.21129 -0.09 -0.13 -0.27 0.237
O -0.88458 -2.12761 -3.31809 0.11 0.06 -0.11 -0.641
H -1.06957 -1.66841 -4.13733 0.22 0.25 -0.37 0.252
H -1.74593 -2.37561 -2.98220 -0.33 -0.25 0.21 0.270
```
Positions in Å, forces in eV/Å.

---

Record 3
14 unconnected molecules or ions with the total composition C12H52O14 in a non-equilibrium geometry, computed with ωB97M-V/def2-TZVPD.

Values from the calculation:
* LUMO energy: -0.05 eV
* HOMO: -9.905 eV
* frontier orbital gap: 9.9 eV

Structure (XYZ):
```
78
Properties=species:S:1:pos:R:3:forces:R:3:mulliken_charge:R:1
C 2.67672 -1.91881 2.33417 2.24 -0.89 0.25 -0.507
O 2.03552 -1.03873 3.22074 0.44 0.80 -0.10 -0.329
H 2.56381 -1.68340 1.27245 -0.13 -0.04 0.19 -0.024
H 3.74505 -2.01883 2.56852 0.13 0.55 -0.20 0.423
H 2.33021 -2.94151 2.51047 1.00 0.86 -0.56 0.157
H 2.52816 -0.18322 3.22899 -0.37 -0.53 0.19 0.346
C -0.63805 1.73743 3.94853 0.76 0.33 0.34 -0.342
O -0.80989 0.48467 4.60635 -0.59 0.11 -0.31 -0.513
H -0.39084 1.64129 2.89062 0.13 -0.16 -0.02 0.032
H -1.49976 2.39959 4.00286 -0.42 -0.52 0.29 0.343
H 0.16961 2.26139 4.46344 0.12 0.22 -0.31 0.257
H 0.07045 0.12111 4.74033 0.05 -0.08 -0.12 0.267
C 2.87019 2.21991 -3.36157 0.39 0.34 -0.70 -0.742
C 1.76485 2.90005 -4.15275 -0.12 -0.32 0.10 -0.301
O 0.57149 2.93476 -3.35535 0.31 0.20 -0.21 -0.501
H 2.98949 2.76850 -2.42838 0.01 -0.37 0.26 0.121
H 3.83324 2.27062 -3.87926 -0.07 0.11 -0.09 0.403
H 2.65945 1.15822 -3.24384 -0.16 0.08 0.47 0.184
H 1.54663 2.36220 -5.08006 0.08 -0.03 -0.04 0.293
H 2.02842 3.91744 -4.43952 -0.08 0.10 0.22 0.294
H 0.32532 2.00011 -3.26717 -0.36 -0.17 0.43 0.216
C 0.85174 -3.37262 4.62918 1.14 -0.64 -0.19 -1.228
C 0.60210 -3.42368 3.13059 -0.93 -0.16 1.01 0.308
O -0.75029 -3.78292 2.84427 -0.25 0.17 -0.45 -0.590
H 0.46301 -2.48934 5.13149 -0.14 -0.09 -0.04 0.216
H 1.94322 -3.39815 4.73876 -0.05 0.48 0.22 0.338
H 0.56417 -4.30623 5.11421 -0.53 0.13 0.00 0.389
H 1.23546 -4.19489 2.69756 -0.41 -0.32 -0.14 0.437
H 0.93835 -2.47459 2.70299 -2.10 -0.77 0.18 -0.347
H -1.30355 -3.05228 3.13909 0.03 -0.08 0.09 0.364
C 1.53180 0.49068 0.37085 0.10 0.54 1.05 1.045
C 0.20350 -0.15771 0.70735 0.72 -0.69 0.20 0.541
O -0.21878 -1.09257 -0.31259 -0.39 0.37 0.33 -0.459
H 1.57968 1.30937 -0.34449 -0.41 -0.31 -0.39 0.057
H 2.32174 -0.23575 0.18808 -0.22 0.07 -0.46 -0.039
H 1.82055 0.95717 1.32185 -0.06 -0.13 -0.39 -1.088
H -0.58421 0.54718 0.97715 -0.03 0.19 -0.48 0.034
H 0.38547 -0.75693 1.60421 -0.09 0.17 0.07 0.055
H -1.10755 -1.34495 -0.01235 0.09 -0.12 -0.24 0.164
C -4.08950 -1.62173 -4.31761 -0.40 -0.48 0.06 -1.230
C -2.80104 -2.09423 -3.67543 -0.11 0.07 0.25 0.187
O -1.65692 -1.56979 -4.34745 -0.22 -0.37 0.06 -0.528
H -4.26748 -2.13474 -5.26609 0.07 0.00 -0.02 0.408
H -4.12933 -0.55276 -4.51677 0.24 0.07 0.22 0.290
H -4.92243 -1.88557 -3.66023 -0.06 0.07 -0.08 0.323
H -2.75412 -3.18690 -3.62066 -0.03 -0.03 -0.32 0.308
H -2.75136 -1.80130 -2.62503 0.18 0.46 -0.11 -0.012
H -1.66888 -1.97010 -5.22298 0.28 0.18 -0.05 0.261
C -4.30007 2.70248 -1.51302 -0.51 -0.58 -0.09 -1.464
C -3.58049 1.42498 -1.10617 -0.21 0.63 0.53 0.590
O -3.57579 1.40761 0.32479 0.49 -0.63 -0.15 -0.554
H -5.32925 2.67329 -1.14698 0.05 -0.06 0.16 0.366
H -4.39289 2.77401 -2.59827 0.36 0.24 0.01 0.367
H -3.83024 3.57076 -1.05752 0.19 0.06 -0.25 0.334
H -2.55916 1.40857 -1.50111 -0.01 -0.05 -0.04 0.005
H -4.12059 0.54404 -1.45866 -0.04 -0.08 -0.31 0.110
H -3.19078 0.54414 0.58367 -0.35 0.72 0.06 0.344
O -0.10074 0.16843 -2.71418 -0.19 -0.22 0.14 -0.371
H -0.61179 -0.41199 -3.31236 0.31 0.25 0.27 0.229
H -0.12082 -0.26761 -1.82279 -0.03 0.25 -0.81 0.273
O 2.84900 1.49639 3.40835 -0.11 0.13 -0.17 -0.658
H 3.38700 2.16559 3.83886 0.07 -0.08 0.01 0.265
H 2.54286 1.91413 2.57986 0.24 0.38 0.32 0.121
O 1.18610 4.41075 -0.82764 -0.06 -0.02 -0.16 -0.647
H 0.43939 4.99921 -0.67490 0.05 -0.08 0.03 0.275
H 0.92662 3.86227 -1.58814 -0.05 -0.08 -0.31 0.356
O -2.77823 -1.12322 1.15040 -0.02 -0.59 0.05 -0.608
H -3.41317 -1.78441 0.84180 0.04 0.13 0.07 0.261
H -2.75874 -1.22734 2.11127 0.07 0.17 -0.07 0.232
O 4.44013 -1.40057 -1.90840 -0.07 -0.09 0.03 -0.628
H 4.23065 -2.02157 -1.20186 0.03 0.04 -0.05 0.307
H 3.98466 -1.75362 -2.68057 0.01 0.05 0.05 0.312
O 0.53887 -4.03134 0.09157 -0.01 0.04 -0.14 -0.711
H -0.26233 -4.08097 0.63018 0.16 0.04 0.14 0.317
H 0.62319 -3.09405 -0.13316 -0.16 -0.02 0.00 0.315
O 2.32823 3.43453 1.43691 0.05 -0.07 -0.14 -0.596
H 2.00218 3.61621 0.52555 -0.05 0.13 0.44 0.356
H 2.64080 4.28186 1.76700 -0.02 -0.01 -0.09 0.222
```
Positions in Å, forces in eV/Å.

---

Record 4
2 unconnected molecules or ions with the total composition C12H5N6O9 in a non-equilibrium geometry, computed with ωB97M-V/def2-TZVPD.

Values from the calculation:
* total charge: -1
* LUMO energy: 0.61 eV
* HOMO: -4.314 eV
* frontier orbital gap: 4.9 eV

Structure (XYZ):
```
32
Properties=species:S:1:pos:R:3:forces:R:3:nbo_charge:R:1
O 2.03032 -0.22632 -0.00337 -0.34 0.35 0.37 -0.706
C 1.59230 -1.31767 0.40386 0.90 -1.54 0.14 0.456
C 2.46091 -2.52536 0.53436 -0.55 1.19 -0.10 -0.136
N 3.88943 -2.40583 0.62772 1.31 -0.12 -0.15 0.510
O 4.54537 -3.48150 0.58322 -0.44 1.42 0.10 -0.482
O 4.44639 -1.30222 0.76609 -0.93 -1.56 -0.14 -0.395
C 1.93798 -3.81168 0.52861 -0.85 -0.06 0.23 -0.152
C 0.55608 -4.00922 0.56108 0.65 -0.16 -0.21 -0.348
C -0.29086 -2.88584 0.67529 0.12 0.19 0.26 -0.176
C 0.20179 -1.59648 0.72975 0.31 -0.06 -0.28 -0.359
H 2.64846 -4.63250 0.52636 -0.27 0.07 0.01 0.235
H 0.17122 -5.03137 0.54351 -0.04 0.42 -0.02 0.199
H -1.36931 -3.04030 0.73509 0.20 0.02 0.20 0.196
H -0.41732 -0.73316 0.98572 -0.05 -0.39 -0.40 0.197
O -4.88916 2.59273 -1.08953 0.72 -0.08 0.47 -0.362
N -3.90865 2.44879 -0.38559 1.97 -0.43 0.31 0.416
C -2.56974 2.17133 -0.59190 -2.34 0.48 -0.01 0.016
C -1.94652 2.14095 0.66713 -1.03 0.20 2.13 0.107
N -2.84403 2.35939 1.67008 1.50 -0.27 -2.36 -0.079
O -4.03369 2.56039 1.01893 -0.46 -0.05 -0.36 -0.155
C -0.51504 1.94519 0.75818 1.08 -0.28 -1.53 0.012
N 0.15609 1.95297 2.08335 0.87 -0.30 1.51 0.511
O -0.23385 1.13876 2.93916 0.33 1.49 -1.80 -0.341
O 1.07834 2.76278 2.26587 -1.63 -1.27 -0.66 -0.345
C 0.22579 1.74975 -0.40911 -0.07 0.77 2.28 -0.092
C -0.43299 1.84011 -1.64202 -0.82 0.09 -2.92 -0.023
N 0.06937 1.84556 -2.95148 0.31 -0.24 2.00 0.428
O 1.20180 1.72941 -3.39383 -1.47 0.22 0.20 -0.340
O -1.02182 2.03706 -3.81655 0.38 -0.21 0.65 -0.146
N -2.20112 2.14634 -3.10782 0.94 -0.20 2.64 -0.088
C -1.82545 2.03124 -1.79559 -0.39 0.35 -2.97 0.107
H 1.28792 1.54667 -0.41659 0.08 -0.03 0.40 0.334
```
Positions in Å, forces in eV/Å.